Molecular formula: C6H7N3
Method: DFT, ωB97M-V/def2-TZVPD

Output
- Orbital gap: 8.41 eV
- Energy above the lowest of the compared OMol25 structures with the same formula, charge and spin: 171.9 kJ/mol
- Multiplicity: 1
- SMILES: [H]/N=c1/cc[nH]nc1C=C
- Highest occupied orbital energy: -7.98 eV

The geometry in XYZ format:
```
16
Properties=species:S:1:pos:R:3:nbo_charge:R:1
H 0.87 2.46 0.05 0.319
N -0.13 2.33 -0.12 -0.665
C -0.38 1.07 -0.04 0.179
C -1.80 0.72 -0.04 -0.272
C -2.17 -0.59 -0.03 -0.016
N -1.20 -1.54 0.05 -0.347
N 0.08 -1.33 0.06 -0.188
C 0.52 -0.09 0.12 0.084
C 1.96 0.19 0.25 -0.243
C 2.90 -0.63 -0.20 -0.331
H -2.53 1.54 0.04 0.240
H -3.21 -0.90 -0.08 0.223
H -1.33 -2.52 -0.08 0.402
H 2.28 1.13 0.69 0.211
H 2.63 -1.56 -0.70 0.203
H 3.96 -0.38 -0.14 0.201
```

---

Molecular formula: C22H37O2PdSi
Method: DFT, ωB97M-V/def2-TZVPD

Output
- Orbital gap (spin up / spin down): 7.85 / 5.93 eV
- Energy above the lowest of the compared OMol25 structures with the same formula, charge and spin: 0.0 kJ/mol
- Multiplicity: 5
- Expectation value of S²: 6.02
- Highest occupied orbital energy (spin up / spin down): -9.77 / -11.09 eV
- Total charge: +1

The geometry in XYZ format:
```
63
Properties=species:S:1:pos:R:3:nbo_charge:R:1
O 1.35 1.06 -1.15 -0.638
C 1.43 1.19 -2.62 -0.053
C 1.95 2.62 -2.56 -0.465
H 0.43 1.13 -3.07 0.199
H 2.15 0.47 -3.01 0.189
C 1.84 2.45 -1.03 0.299
H 1.30 3.40 -2.98 0.234
H 2.97 2.71 -2.94 0.222
C 0.79 3.34 -0.39 -0.641
H -0.15 3.33 -0.95 0.230
H 1.15 4.37 -0.34 0.237
H 0.60 3.01 0.64 0.215
C 3.19 2.54 -0.36 -0.632
H 3.90 1.87 -0.85 0.208
H 3.12 2.32 0.71 0.213
H 3.57 3.57 -0.47 0.241
Pd 1.22 -0.94 -0.01 0.846
C 2.21 -2.16 1.35 -0.280
C 1.97 -2.87 0.13 -0.279
C 2.63 -2.16 -0.92 -0.296
H 1.38 -3.76 0.02 0.258
C 3.30 -1.04 -0.34 -0.238
C 3.00 -1.02 1.06 -0.281
H 3.32 -0.28 1.79 0.261
H 1.83 -2.47 2.32 0.266
H 2.56 -2.41 -1.98 0.263
H 3.99 -0.38 -0.86 0.257
C -0.40 -1.00 4.57 -0.303
C 0.77 -0.54 3.91 -0.061
C 0.38 0.42 2.93 -0.408
H 1.79 -0.84 4.14 0.214
C -1.03 0.57 3.01 -0.095
C -1.52 -0.31 4.02 -0.213
H -2.55 -0.43 4.32 0.232
H -0.43 -1.74 5.37 0.237
H 1.04 0.97 2.26 0.216
H -1.63 1.26 2.42 0.223
O -2.64 3.07 -2.38 -0.530
C -2.68 2.64 -0.98 -0.080
C -1.99 1.28 -0.88 -0.452
H -3.73 2.52 -0.64 0.175
H -2.21 3.42 -0.36 0.192
C -2.19 0.67 -2.28 -0.439
H -2.40 0.64 -0.09 0.221
H -0.91 1.38 -0.72 0.212
C -2.59 1.86 -3.18 -0.078
H -2.97 -0.11 -2.26 0.214
H -1.26 0.21 -2.64 0.199
H -3.57 1.67 -3.67 0.186
H -1.87 2.03 -4.01 0.182
C -0.83 -3.59 1.88 -1.164
Si -1.27 -2.56 0.38 1.350
C -1.25 -3.59 -1.20 -1.158
C -2.98 -1.83 0.67 -1.155
H 0.02 -4.26 1.68 0.232
H -1.70 -4.22 2.12 0.260
H -0.60 -2.97 2.76 0.256
H -2.29 -3.79 -1.51 0.262
H -0.73 -3.07 -2.02 0.247
H -0.76 -4.56 -1.03 0.247
H -3.66 -2.59 1.12 0.256
H -2.94 -0.97 1.36 0.243
H -3.42 -1.50 -0.28 0.244
```

---

Molecular formula: C10H20NO5S2Tl
Method: DFT, ωB97M-V/def2-TZVPD

Output
- Orbital gap: 3.91 eV
- Multiplicity: 1
- Highest occupied orbital energy: -16.02 eV
- Total charge: +2

The geometry in XYZ format:
```
39
Properties=species:S:1:pos:R:3:nbo_charge:R:1
C -4.29 -2.43 1.18 -0.029
C -3.80 -1.17 1.39 -0.094
C -3.44 -0.69 2.73 -0.660
S -1.60 -0.42 2.68 2.217
O -1.23 0.22 3.89 -0.771
O -1.33 0.38 1.53 -0.826
N -0.94 -1.94 2.67 -0.770
S 0.17 -2.17 1.48 2.445
O -0.61 -2.12 0.27 -0.795
O 0.82 -3.41 1.63 -0.826
O 1.25 -1.04 1.61 -0.686
C 2.06 -0.90 0.39 -0.056
C 1.84 0.53 -0.20 -0.261
C 3.15 1.35 0.00 -0.552
C 1.53 0.38 -1.71 -0.398
C 0.88 1.62 -2.37 -0.225
C 0.02 1.13 -3.58 -0.599
C -0.05 2.42 -1.45 -0.613
H -5.02 -2.87 1.86 0.247
H -3.97 -3.06 0.34 0.258
H -3.65 -0.50 0.54 0.290
H -3.72 -1.37 3.52 0.292
H -3.84 0.33 2.84 0.340
H 1.85 -1.68 -0.34 0.227
H 3.09 -1.00 0.75 0.159
H 1.04 0.96 0.40 0.259
H 3.18 1.77 1.01 0.245
H 3.17 2.14 -0.76 0.253
H 4.03 0.70 -0.23 0.021
H 2.49 0.23 -2.21 0.199
H 0.97 -0.54 -1.89 0.219
H 1.65 2.28 -2.80 0.205
H -1.01 1.05 -3.23 0.204
H 0.00 1.91 -4.34 0.230
H 0.35 0.17 -3.98 0.210
H 0.56 2.96 -0.72 0.200
H -0.61 3.17 -2.01 0.238
H -0.74 1.73 -0.95 0.199
Tl 5.73 -0.12 0.06 1.004
```

---

Molecular formula: C3H4Cl2
Method: DFT, ωB97M-V/def2-TZVPD

Output
- Orbital gap: 8.59 eV
- Energy above the lowest of the compared OMol25 structures with the same formula, charge and spin: 345.4 kJ/mol
- Multiplicity: 1
- Highest occupied orbital energy: -9.63 eV

The geometry in XYZ format:
```
9
Properties=species:S:1:pos:R:3:nbo_charge:R:1
C 1.36 -0.14 0.71 -0.382
C 1.13 -0.10 -0.56 -0.402
C -2.26 -0.07 -0.74 -0.104
Cl -2.30 1.67 -0.82 0.012
Cl -2.43 -0.60 0.82 0.094
H 1.31 0.63 1.49 0.199
H 1.37 -1.17 1.14 0.181
H 0.89 -1.05 -1.00 0.206
H 0.93 0.84 -1.04 0.196
```

---

Among the records above, which one has the highest multiplicity?
C22H37O2PdSi

---

What is the formula in the second record?
C22H37O2PdSi

---

The highest multiplicity belongs to which entry?
C22H37O2PdSi

---

Which of these has the highest multiplicity?
C22H37O2PdSi